#P
{
  "formula": "C6H9N2",
  "method": "wB97M-V/def2-TZVPD",
  "total_charge": 1,
  "molar_mass_da": 109.2,
  "e_homo_ev": -14.3,
  "orbital_gap_ev": 8.4,
  "symbols": ["C", "C", "C", "C", "C", "C", "N", "N", "H", "H", "H", "H", "H", "H", "H", "H", "H"],
  "positions_angstrom": [[0.96, 1.94, 1.24], [0.65, 0.65, 1.76], [0.17, 1.05, -0.63], [-0.34, 0.76, -1.83], [-0.88, -0.60, -2.22], [-0.06, -1.58, 1.20], [0.67, 2.05, -0.02], [0.28, -0.20, 0.90], [1.50, 2.63, 1.84], [0.84, 0.27, 2.80], [-0.58, 1.69, -2.40], [-0.12, -1.16, -2.60], [-1.75, -0.39, -2.98], [-1.01, -1.18, -1.18], [0.65, -2.27, 0.70], [-1.16, -1.66, 1.17], [0.18, -2.00, 2.26]],
  "lowdin_charge": [-0.017, -0.060, -0.073, -0.011, -0.039, -0.064, 0.142, 0.017, 0.126, 0.172, 0.163, 0.047, 0.143, 0.110, 0.105, 0.109, 0.129]
}

#Q
{
  "formula": "C6H9N2",
  "method": "wB97M-V/def2-TZVPD",
  "total_charge": 1,
  "molar_mass_da": 109.2,
  "e_homo_ev": -14.1,
  "orbital_gap_ev": 8.0,
  "symbols": ["C", "C", "C", "C", "C", "C", "N", "N", "H", "H", "H", "H", "H", "H", "H", "H", "H"],
  "positions_angstrom": [[0.93, 1.05, -0.22], [2.17, 0.76, 0.53], [1.39, -1.23, -0.41], [-0.40, 1.48, 0.41], [-1.86, -0.79, 0.23], [-1.10, 0.27, -0.46], [0.33, -0.10, -0.72], [2.30, -0.60, 0.29], [1.35, -2.16, -0.99], [-0.52, 1.34, 1.51], [1.26, 1.80, -0.94], [-0.86, 2.39, 0.31], [-1.24, -1.31, 1.12], [-2.14, -1.55, -0.41], [-2.89, -0.60, 0.48], [-1.71, 0.52, -1.27], [3.00, -1.28, 0.53]],
  "lowdin_charge": [-0.344, 0.169, 0.159, 0.016, -0.054, -0.220, 0.058, 0.047, 0.167, 0.143, 0.186, 0.087, 0.148, 0.046, 0.094, 0.132, 0.165]
}

#R
{
  "formula": "C6H9N2",
  "method": "wB97M-V/def2-TZVPD",
  "smiles": "C1=[N+](CN=C2CC2)C1",
  "total_charge": 1,
  "molar_mass_da": 109.2,
  "e_homo_ev": -13.5,
  "orbital_gap_ev": 8.9,
  "symbols": ["C", "N", "C", "N", "C", "C", "C", "C", "H", "H", "H", "H", "H", "H", "H", "H", "H"],
  "positions_angstrom": [[2.30, -1.00, 0.06], [1.90, 0.18, -0.02], [0.64, 0.81, -0.05], [-0.21, -0.35, -0.07], [-1.46, -0.24, -0.03], [-2.74, -0.92, -0.03], [-2.65, 0.60, 0.06], [3.35, 0.04, -0.01], [1.98, -2.02, 0.14], [0.52, 1.45, 0.83], [0.56, 1.46, -0.94], [-3.09, -1.37, -0.95], [-3.04, -1.48, 0.85], [-2.87, 1.07, 1.00], [-2.95, 1.20, -0.80], [3.88, 0.34, 0.90], [3.88, 0.23, -0.93]],
  "lowdin_charge": [0.152, 0.013, -0.133, 0.102, -0.291, -0.041, -0.043, 0.058, 0.156, 0.161, 0.160, 0.119, 0.117, 0.114, 0.113, 0.122, 0.122]
}

#S
{
  "formula": "C6H9N2",
  "method": "wB97M-V/def2-TZVPD",
  "smiles": "C#[N+]C(=C)CN1CC1",
  "total_charge": 1,
  "molar_mass_da": 109.2,
  "e_homo_ev": -13.0,
  "orbital_gap_ev": 7.3,
  "symbols": ["C", "N", "C", "C", "C", "N", "C", "C", "H", "H", "H", "H", "H", "H", "H", "H", "H"],
  "positions_angstrom": [[0.39, 0.04, 3.11], [0.63, 0.52, 2.07], [0.41, 1.31, 0.95], [1.26, 2.29, 0.67], [-0.64, 0.59, 0.06], [0.05, -0.20, -0.92], [-0.76, -1.28, -1.53], [0.51, -1.59, -0.71], [0.46, -0.73, 3.98], [2.01, 2.54, 1.44], [0.96, 2.99, -0.16], [-1.30, 0.15, 0.76], [-1.14, 1.38, -0.39], [-0.78, -1.50, -2.65], [-1.63, -1.67, -1.16], [0.44, -2.06, 0.29], [1.40, -1.75, -1.29]],
  "lowdin_charge": [0.318, 0.153, -0.265, 0.178, -0.146, -0.102, -0.105, -0.092, 0.189, 0.109, 0.127, 0.110, 0.114, 0.135, 0.072, 0.108, 0.096]
}

Bottom line: #P, by a margin of 0.0302 hartree.

#P
{
  "formula": "C24H42N6O6",
  "method": "wB97M-V/def2-TZVPD",
  "smiles": "C[C@H](O)[C@@H](C(=O)N1CCN(C(=O)OC(C)(C)C)CC1)n1cc(CCCCNC(=O)OC(C)(C)C)nn1",
  "molar_mass_da": 510.6,
  "e_homo_ev": -9.2,
  "orbital_gap_ev": 9.8,
  "symbols": ["C", "C", "O", "C", "C", "O", "N", "C", "C", "N", "C", "O", "O", "C", "C", "C", "C", "C", "C", "N", "C", "C", "C", "C", "C", "C", "N", "C", "O", "O", "C", "C", "C", "C", "N", "N", "H", "H", "H", "H", "H", "H", "H", "H", "H", "H", "H", "H", "H", "H", "H", "H", "H", "H", "H", "H", "H", "H", "H", "H", "H", "H", "H", "H", "H", "H", "H", "H", "H", "H", "H", "H", "H", "H", "H", "H", "H", "H"],
  "positions_angstrom": [[4.49, 4.90, 0.66], [4.22, 3.61, 1.41], [5.41, 3.21, 2.03], [3.72, 2.51, 0.43], [3.55, 1.17, 1.17], [3.76, 1.08, 2.37], [3.13, 0.12, 0.43], [2.93, 0.13, -1.01], [2.78, -1.30, -1.52], [1.67, -1.95, -0.86], [0.73, -2.59, -1.60], [0.83, -2.74, -2.80], [-0.27, -3.02, -0.82], [-1.30, -3.88, -1.37], [-2.24, -4.13, -0.19], [-2.06, -3.18, -2.50], [-0.68, -5.19, -1.86], [1.52, -1.70, 0.56], [2.81, -1.12, 1.11], [2.45, 2.88, -0.14], [1.23, 2.77, 0.43], [0.36, 3.24, -0.53], [-1.13, 3.30, -0.45], [-1.83, 2.99, -1.78], [-1.24, 1.80, -2.55], [-0.98, 0.55, -1.70], [-2.13, 0.12, -0.94], [-2.08, -0.05, 0.40], [-1.10, 0.17, 1.07], [-3.28, -0.47, 0.85], [-3.53, -0.58, 2.27], [-4.99, -1.05, 2.35], [-3.37, 0.79, 2.93], [-2.60, -1.61, 2.92], [1.09, 3.61, -1.60], [2.33, 3.40, -1.36], [3.62, 5.22, 0.10], [4.77, 5.68, 1.37], [5.32, 4.76, -0.03], [3.43, 3.77, 2.16], [5.20, 2.43, 2.57], [4.44, 2.41, -0.39], [2.02, 0.68, -1.27], [3.77, 0.61, -1.51], [3.71, -1.86, -1.34], [2.58, -1.30, -2.59], [-3.04, -4.79, -0.49], [-2.66, -3.19, 0.15], [-1.69, -4.58, 0.63], [-1.39, -2.97, -3.33], [-2.86, -3.83, -2.85], [-2.49, -2.25, -2.14], [-0.12, -5.66, -1.06], [-0.01, -4.99, -2.69], [-1.46, -5.87, -2.19], [1.29, -2.65, 1.07], [0.68, -1.02, 0.74], [2.69, -0.88, 2.18], [3.63, -1.83, 1.01], [1.08, 2.36, 1.41], [-1.44, 2.60, 0.32], [-1.43, 4.30, -0.13], [-2.88, 2.81, -1.57], [-1.76, 3.86, -2.43], [-1.93, 1.54, -3.36], [-0.29, 2.10, -2.99], [-0.64, -0.26, -2.36], [-0.20, 0.75, -0.97], [-3.00, -0.05, -1.42], [-5.28, -1.16, 3.39], [-5.10, -2.00, 1.84], [-5.64, -0.32, 1.87], [-3.68, 0.73, 3.97], [-3.99, 1.53, 2.42], [-2.33, 1.11, 2.88], [-1.57, -1.30, 2.80], [-2.84, -1.69, 3.97], [-2.74, -2.58, 2.45]],
  "lowdin_charge": [-0.027, -0.396, -0.019, -0.136, -0.393, 0.060, -0.016, -0.101, -0.105, -0.019, -0.547, 0.076, 0.034, -0.559, -0.013, -0.014, -0.014, -0.098, -0.097, -0.116, 0.015, -0.289, -0.137, -0.190, -0.178, -0.172, 0.106, -0.566, 0.049, 0.030, -0.570, -0.020, -0.017, -0.013, 0.074, 0.054, 0.071, 0.083, 0.087, 0.151, 0.081, 0.164, 0.113, 0.132, 0.133, 0.132, 0.092, 0.067, 0.091, 0.081, 0.092, 0.069, 0.092, 0.082, 0.090, 0.135, 0.106, 0.129, 0.135, 0.141, 0.100, 0.119, 0.105, 0.110, 0.110, 0.099, 0.119, 0.094, 0.152, 0.089, 0.085, 0.087, 0.090, 0.092, 0.078, 0.079, 0.091, 0.075]
}

#Q
{
  "formula": "C24H42N6O6",
  "method": "wB97M-V/def2-TZVPD",
  "smiles": "CCOC(C)=O.CCOC(C)=O.CCOC(C)=O.CC#N.CC#N.CC#N.CC#N.CC#N.CC#N",
  "molar_mass_da": 510.6,
  "e_homo_ev": -10.0,
  "orbital_gap_ev": 10.3,
  "symbols": ["C", "C", "O", "C", "C", "O", "H", "H", "H", "H", "H", "H", "H", "H", "C", "C", "O", "C", "C", "O", "H", "H", "H", "H", "H", "H", "H", "H", "C", "C", "O", "C", "C", "O", "H", "H", "H", "H", "H", "H", "H", "H", "C", "C", "N", "H", "H", "H", "C", "C", "N", "H", "H", "H", "C", "C", "N", "H", "H", "H", "C", "C", "N", "H", "H", "H", "C", "C", "N", "H", "H", "H", "C", "C", "N", "H", "H", "H"],
  "positions_angstrom": [[-15.82, -7.85, 12.94], [-16.06, -8.95, 13.99], [-17.17, -8.80, 14.82], [-17.12, -7.93, 15.81], [-18.52, -7.82, 16.43], [-16.18, -7.30, 16.15], [-15.62, -6.87, 13.36], [-16.74, -7.75, 12.33], [-15.00, -8.01, 12.21], [-16.37, -9.90, 13.50], [-15.14, -9.04, 14.60], [-18.79, -8.81, 16.73], [-19.23, -7.57, 15.65], [-18.60, -7.07, 17.21], [-16.86, -14.75, 8.96], [-16.51, -15.90, 8.04], [-15.94, -16.96, 8.83], [-15.48, -18.03, 8.07], [-15.02, -19.10, 9.05], [-15.38, -17.99, 6.91], [-17.32, -13.88, 8.56], [-15.89, -14.47, 9.37], [-17.56, -15.10, 9.78], [-17.30, -16.22, 7.39], [-15.74, -15.56, 7.38], [-14.79, -20.04, 8.56], [-15.85, -19.15, 9.75], [-14.19, -18.69, 9.62], [-19.79, -3.28, 6.62], [-19.42, -4.36, 7.56], [-19.42, -5.63, 6.83], [-19.02, -6.75, 7.50], [-18.59, -7.84, 6.52], [-18.85, -6.93, 8.69], [-20.79, -3.56, 6.14], [-19.09, -3.10, 5.79], [-19.89, -2.32, 7.12], [-18.44, -4.20, 8.06], [-20.11, -4.41, 8.40], [-18.87, -7.73, 5.48], [-18.96, -8.74, 6.93], [-17.52, -7.91, 6.62], [-20.21, -9.95, 13.00], [-21.63, -9.98, 12.97], [-22.77, -10.04, 12.83], [-19.90, -10.27, 11.99], [-19.89, -10.61, 13.83], [-19.87, -8.95, 13.19], [-19.44, -13.03, 5.81], [-20.47, -12.17, 6.45], [-21.24, -11.41, 6.84], [-19.92, -13.91, 5.37], [-18.75, -13.48, 6.50], [-18.89, -12.49, 5.04], [-20.94, -6.20, 11.48], [-20.12, -6.20, 12.64], [-19.45, -6.20, 13.57], [-21.73, -5.37, 11.47], [-21.49, -7.14, 11.42], [-20.26, -6.12, 10.63], [-22.83, -8.16, 8.77], [-21.72, -8.96, 9.38], [-20.87, -9.51, 9.94], [-22.51, -7.41, 8.05], [-23.21, -7.55, 9.61], [-23.61, -8.81, 8.31], [-23.16, -12.75, 10.15], [-21.92, -13.29, 10.74], [-20.88, -13.58, 11.18], [-23.88, -13.52, 9.92], [-22.79, -12.24, 9.25], [-23.58, -12.05, 10.85], [-17.06, -9.42, 9.91], [-17.42, -10.21, 8.70], [-17.65, -10.90, 7.81], [-16.19, -8.81, 9.63], [-16.93, -10.14, 10.73], [-17.91, -8.76, 10.18]],
  "lowdin_charge": [-0.068, -0.233, -0.030, -0.561, 0.021, 0.127, 0.075, 0.059, 0.080, 0.128, 0.127, 0.073, 0.037, 0.085, -0.061, -0.245, -0.039, -0.532, 0.026, 0.140, 0.035, 0.079, 0.101, 0.114, 0.107, 0.081, 0.085, 0.090, -0.086, -0.234, -0.014, -0.486, 0.027, 0.065, 0.106, 0.086, 0.074, 0.137, 0.109, 0.083, 0.032, 0.086, -0.083, -0.324, 0.131, 0.054, 0.102, 0.045, -0.070, -0.267, 0.125, 0.078, 0.044, 0.084, -0.072, -0.280, 0.172, 0.124, 0.051, 0.065, -0.041, -0.255, 0.179, 0.071, 0.080, 0.090, -0.067, -0.278, 0.110, 0.069, 0.062, 0.059, -0.065, -0.261, 0.152, 0.088, 0.082, 0.058]
}

Bottom line: #P, by a margin of 0.1732 hartree.